Computed, not measured: C24H27N3O4S2 in the gas phase at a distorted geometry, with ωB97M-V/def2-TZVPD.

Calculated values
HOMO (eV): -8.56
Lowest unoccupied orbital energy (eV): 0.494
Frontier orbital gap (eV): 9.055
ΔE to the lowest compared entry with this formula, charge and spin (kcal per mole): 4.3
Molecular weight (g/mol): 485.63
SMILES string: O=C(NCC(=O)N(Cc1cccs1)[C@H](C(=O)NC1CCCCC1)c1ccco1)c1cccs1

```
! RIJCOSX wB97M-V def2-TZVPD def2/J DEFGRID3
* xyz 0 1
O -4.1860 -2.4484 0.8095
C -4.0019 -1.2439 0.8078
N -2.7656 -0.6957 0.9287
H -2.6133 0.2802 0.7029
C -1.5882 -1.5186 0.8319
H -1.9030 -2.5006 0.4637
H -1.1299 -1.6375 1.8227
C -0.5973 -0.8424 -0.1115
O -0.8026 0.3107 -0.4678
N 0.4619 -1.5570 -0.5281
C 0.9125 -2.8004 0.0799
C 2.1602 -2.5518 0.8692
C 2.3046 -1.7440 1.9574
C 3.6404 -1.6593 2.4024
C 4.4883 -2.3992 1.6438
S 3.6788 -3.2093 0.3721
H 5.5478 -2.5167 1.7517
H 3.9540 -1.0729 3.2474
H 1.4849 -1.2240 2.4224
H 1.1154 -3.5276 -0.7127
H 0.1291 -3.2023 0.7214
C 1.4026 -0.9901 -1.5033
C 0.6772 -0.3007 -2.6183
C -0.2755 -0.7782 -3.4717
C -0.5989 0.2933 -4.3378
C 0.1858 1.3333 -3.9501
O 0.9611 0.9820 -2.9118
H 0.2852 2.3350 -4.3177
H -1.3146 0.2831 -5.1337
H -0.6984 -1.7621 -3.4755
H 1.9631 -1.8377 -1.9174
C 2.4502 -0.0550 -0.8506
O 3.6340 -0.3207 -0.8873
N 1.9180 1.0153 -0.2553
H 0.9205 1.1756 -0.3459
C 2.7115 2.0496 0.3728
C 2.5313 3.3766 -0.3657
C 3.3586 4.4723 0.2992
C 2.9653 4.6239 1.7655
C 3.1440 3.3004 2.5029
C 2.3155 2.2028 1.8421
H 2.4681 1.2535 2.3589
H 1.2538 2.4562 1.8999
H 2.8444 3.4113 3.5471
H 4.1981 3.0152 2.4845
H 3.5763 5.3964 2.2364
H 1.9208 4.9372 1.8305
H 3.2097 5.4173 -0.2267
H 4.4179 4.2148 0.2328
H 2.8308 3.2532 -1.4079
H 1.4735 3.6510 -0.3483
H 3.7546 1.7230 0.3032
C -5.1123 -0.2869 0.7263
C -6.4374 -0.6177 0.6390
C -7.2827 0.5051 0.5672
C -6.5939 1.6770 0.6005
S -4.9007 1.4355 0.7192
H -6.9786 2.6771 0.5623
H -8.3536 0.4459 0.4938
H -6.7717 -1.6390 0.6284
*
```